(1)
A 2-piece molecular cluster, C4H10N2O2 overall. Source: OMol25; level of theory: ωB97M-V with the def2-TZVPD basis set.

CARTESIAN COORDINATES (ANGSTROEM)
C  -0.2623  -1.5701  -0.9700
O  -1.5673  -1.4906  -1.3800
C  -0.1089  -0.8042  0.4189
C  0.4311  0.5557  0.2454
C  1.7115  0.8664  0.8590
N  2.4168  2.0991  0.6033
O  2.4010  0.0629  1.4614
N  -1.3836  -1.0661  1.0592
H  0.0198  -2.6459  -0.8806
H  0.5160  -1.0130  -1.6988
H  -2.1287  -1.1533  0.3327
H  0.6408  -1.4277  0.8785
H  -0.0145  1.3061  -0.4387
H  -3.5822  0.6474  -1.7574
H  2.0718  2.8955  -0.0480
H  3.2415  2.3173  1.2546
H  -1.5642  -0.4097  1.7715
H  -2.8387  0.8302  -1.7109

LUMO   -3.286 eV
Energy above the lowest of the compared OMol25 structures with the same formula, charge and spin   180.89 kcal per mole
Total energy   -418.17269 hartree
Strongest force on any atom   5.90 eV/Å
Spin multiplicity   1
HOMO   -8.804 eV

---

(2)
A single C3H5N3 molecule. Source: OMol25; level of theory: ωB97M-V with the def2-TZVPD basis set.

CARTESIAN COORDINATES (ANGSTROEM)
C  1.0482  0.4771  -1.1832
N  0.1178  -0.0716  -0.1612
C  -0.8615  -1.7078  0.8772
N  -1.4696  -1.0290  1.6657
N  -1.3462  0.4473  1.6234
C  -0.5013  0.7522  0.6376
H  0.6589  1.3681  -1.7070
H  1.2474  -0.2694  -1.9574
H  2.0251  0.7648  -0.7633
H  -0.4964  -2.5761  0.3601
H  -0.4224  1.8446  0.6081

LUMO   0.357 eV
Energy above the lowest of the compared OMol25 structures with the same formula, charge and spin   91.86 kcal per mole
Total energy   -281.44366 hartree
Strongest force on any atom   2.01 eV/Å
Spin multiplicity   1
HOMO   -8.763 eV

---

(3)
An isolated ion of composition C5H10Cl2N6 and charge +2. Source: OMol25; level of theory: ωB97M-V with the def2-TZVPD basis set.

CARTESIAN COORDINATES (ANGSTROEM)
C  1.5955  -0.0652  0.6414
C  -0.6530  1.1636  0.2926
C  0.1721  0.1785  -0.5049
C  -0.3536  -1.7920  -2.0850
C  -0.5691  -1.1572  -0.7285
N  1.2949  -0.7773  1.6624
N  0.2398  -1.0148  2.2778
N  -0.9553  0.9372  1.5862
N  -0.7582  -0.2339  2.3120
N  2.7330  0.4040  0.2689
N  -0.9948  2.3017  -0.2439
Cl  0.8290  0.9027  -1.9823
Cl  -2.3538  -0.7938  -0.5019
H  -0.6717  -1.1401  -2.8931
H  -0.9366  -2.7080  -2.1501
H  0.6918  -2.0564  -2.2238
H  -0.3245  -1.8858  0.0484
H  -1.5785  1.6032  2.0449
H  -1.4931  -0.4783  2.9818
H  2.8507  0.7867  -0.6682
H  3.5600  0.3319  0.8580
H  -0.7666  2.4901  -1.2181
H  -1.5581  3.0033  0.2257

LUMO (spin up / spin down)   -7.873 / -11.764 eV
Energy above the lowest of the compared OMol25 structures with the same formula, charge and spin   22.51 kcal per mole
⟨S²⟩   2.01
Total energy   -1444.59958 hartree
Strongest force on any atom   4.51 eV/Å
Total charge   +2
Spin multiplicity   3
HOMO (spin up / spin down)   -15.737 / -18.308 eV

---

(4)
C6H15NO2Rb as an isolated structure. Source: OMol25; level of theory: ωB97M-V with the def2-TZVPD basis set.

CARTESIAN COORDINATES (ANGSTROEM)
Rb  1.8911  -1.6551  0.4219
C  -1.0889  -2.7570  2.4519
O  -0.8411  -1.5919  1.6785
C  -1.9384  -1.1298  0.9067
C  -1.5964  0.2623  0.4017
N  -0.6075  0.1223  -0.6711
C  -0.0748  1.3529  -1.2270
C  1.1394  1.8374  -0.4324
O  2.2812  1.0354  -0.6685
C  2.9254  1.3222  -1.8987
H  -2.0678  -2.6681  2.9291
H  -0.2977  -2.8111  3.1949
H  -1.1006  -3.6805  1.8624
H  -2.8876  -1.1888  1.4435
H  -2.0155  -1.7979  0.0340
H  -1.1532  0.7875  1.2540
H  -2.4621  0.8546  0.0921
H  -1.0330  -0.4316  -1.4061
H  -0.7937  2.1766  -1.3443
H  0.2462  1.1453  -2.2516
H  0.8553  1.8657  0.6199
H  1.3302  2.8781  -0.7157
H  2.2690  1.0864  -2.7424
H  3.7581  0.6296  -2.0143
H  3.2624  2.3555  -1.9185

LUMO   -3.240 eV
Energy above the lowest of the compared OMol25 structures with the same formula, charge and spin   1.37 kcal per mole
Total energy   -466.71429 hartree
Strongest force on any atom   1.29 eV/Å
Total charge   +1
Spin multiplicity   1
HOMO   -12.603 eV

---

(5)
C22H19N8O2S4Zn as an isolated structure. Source: OMol25; level of theory: ωB97M-V with the def2-TZVPD basis set.

CARTESIAN COORDINATES (ANGSTROEM)
Zn  0.1259  0.7658  0.2404
N  4.0933  0.6229  -0.9248
C  4.3021  -0.2314  0.1667
C  3.1136  -0.4285  0.7506
N  2.1125  0.1790  -0.0313
C  2.7508  0.7752  -1.0513
C  1.9886  1.5773  -2.0294
N  0.6335  1.5416  -2.0300
C  0.2358  2.5204  -2.8985
C  1.3271  3.1288  -3.4821
N  2.4260  2.4602  -2.9723
H  4.7293  0.7908  -1.6654
H  5.3156  -0.4814  0.4969
H  2.9106  -0.9101  1.6996
H  -0.7703  2.7936  -3.0600
H  1.3984  3.9453  -4.2034
H  3.4339  2.6564  -3.1645
N  -4.2734  0.8978  -3.8991
C  -4.0512  0.5423  -2.7949
C  -3.5950  0.1430  -1.4937
C  -4.4534  0.1484  -0.3573
C  -3.9024  -0.1738  0.8629
C  -2.5585  -0.3755  0.9494
N  -1.7457  -0.0497  -0.0344
C  -2.2307  -0.0102  -1.3031
H  -5.4968  0.4011  -0.5073
H  -4.4643  -0.2097  1.7989
H  -2.1341  -0.7274  1.9049
H  -1.5367  -0.1476  -2.1635
S  -0.0881  -3.2076  -1.1459
C  -0.3368  -3.4413  -2.7753
N  0.4879  -3.6692  -3.8086
C  -0.0989  -3.7367  -5.1407
C  -1.5122  -3.1098  -5.0039
S  -1.9555  -3.0996  -3.2732
H  1.4458  -3.9199  -3.6170
H  -0.1935  -4.8042  -5.4738
H  0.5166  -3.2420  -5.9105
H  -2.3031  -3.5836  -5.5781
H  -1.4144  -2.0458  -5.3281
O  -0.4721  -1.8363  3.7472
S  0.6513  -0.9419  3.6351
O  1.9987  -1.4741  3.4970
N  0.3259  0.1035  2.3727
C  0.2356  1.3840  2.7930
S  -0.0513  2.6842  1.6641
C  0.3798  1.5502  4.2519
C  0.1870  2.6471  5.1059
C  0.1252  2.4681  6.4549
C  0.1997  1.2389  7.0606
C  0.4604  0.1493  6.2453
C  0.6165  0.3316  4.8856
H  0.1781  3.6427  4.6263
H  0.1749  3.4001  7.0695
H  0.0920  1.1872  8.1326
H  0.6660  -0.8196  6.7092

LUMO   -2.966 eV
Energy above the lowest of the compared OMol25 structures with the same formula, charge and spin   0.00 kcal per mole
Total energy   -4810.21245 hartree
Strongest force on any atom   3.66 eV/Å
Total charge   +1
Spin multiplicity   1
HOMO   -10.501 eV

---

(6)
C2H3O2Zn as an isolated structure. Source: OMol25; level of theory: ωB97M-V with the def2-TZVPD basis set.

CARTESIAN COORDINATES (ANGSTROEM)
O  0.1365  1.3887  0.5695
Zn  1.8617  0.0110  0.2678
O  1.2822  1.7752  -0.1382
C  -0.7615  -0.0697  -0.0802
C  0.2603  -1.0898  -0.0657
H  -1.6511  -0.1956  0.5605
H  -1.0125  0.2999  -1.0933
H  -0.1156  -2.1197  -0.0203

LUMO (spin up / spin down)   -1.135 / -1.106 eV
Energy above the lowest of the compared OMol25 structures with the same formula, charge and spin   76.01 kcal per mole
⟨S²⟩   0.76
Total energy   -2007.53879 hartree
Strongest force on any atom   3.10 eV/Å
Spin multiplicity   2
HOMO (spin up / spin down)   -8.168 / -8.604 eV

---

The lowest strongest force on any atom belongs to which entry? C6H15NO2Rb